60
Properties=species:S:1:pos:R:3 method="wB97M-V/def2-TZVPD" s_squared=3.788 energy_ha=-2719.630400 mol_weight_g_mol=752.207 total_charge=+2 homo_lumo_gap_ev="6.92 / 6.10" e_above_lowest_kj_mol=915.6 spin_multiplicity=4
Tc -0.342 1.010 0.475
C -3.693 3.038 -1.355
C -4.573 2.925 -0.118
C -3.771 3.366 1.087
C -2.516 2.934 1.168
N -2.045 2.050 0.085
C -2.489 2.488 -1.240
C -1.495 3.100 2.204
C -1.602 3.918 3.320
C -0.539 3.986 4.208
C 0.626 3.269 3.962
C 0.690 2.469 2.838
N -0.373 2.377 1.994
C 1.791 1.605 2.391
C 2.829 1.000 3.212
C 3.570 -0.063 2.823
C 3.477 -0.667 1.447
C 2.301 0.031 0.773
N 1.612 1.213 1.157
H -4.064 3.459 -2.278
H -5.543 3.403 -0.209
H -4.229 3.995 1.837
H -1.745 2.445 -2.025
H -2.501 4.493 3.486
H -0.618 4.611 5.088
H 1.473 3.341 4.630
H 2.980 1.413 4.201
H 4.324 -0.453 3.498
H 4.452 -0.648 0.955
H 2.365 -0.030 -0.310
C 3.186 -2.935 -3.527
Si 1.525 -3.338 -2.740
C 1.272 -5.119 -2.152
C 0.095 -2.889 -3.876
C 1.559 -2.373 -1.044
C 2.548 -2.600 -0.149
C 2.630 -1.995 1.235
C 1.396 -1.091 1.356
N 0.249 -1.064 0.510
C 0.484 -1.431 -0.737
S -0.310 -0.349 -1.806
H 3.290 -3.481 -4.465
H 4.018 -3.225 -2.882
H 3.291 -1.873 -3.754
H 1.236 -5.776 -3.022
H 0.340 -5.235 -1.601
H 2.096 -5.442 -1.514
H 0.131 -3.508 -4.773
H 0.150 -1.847 -4.193
H -0.870 -3.058 -3.395
H 3.304 -3.340 -0.392
H 2.777 -2.781 1.978
H 1.110 -0.910 2.390
F -2.874 -1.993 -2.258
Te -3.405 -0.200 -1.788
F -2.772 0.080 -3.612
F -4.834 1.561 0.055
F -4.792 -1.238 -0.999
F -4.908 0.633 -2.617
O -2.271 0.740 0.469